No. 1
ORCA calculation (ωB97M-V with the def2-TZVPD basis set) on a molecular structure, C32H64O44S8.

Element x y z (Å)
C1 -1.154 0.643 5.527
C2 -2.278 1.594 5.188
O1 -3.102 0.908 4.219
C3 -4.324 1.291 3.897
O2 -4.964 0.765 3.023
O3 -4.749 2.320 4.650
C4 -6.061 2.800 4.354
H1 -0.456 1.128 6.211
H2 -0.583 0.433 4.626
H3 -1.524 -0.268 5.997
H4 -1.868 2.504 4.748
H5 -2.873 1.903 6.046
H6 -6.269 2.841 3.285
H7 -6.086 3.812 4.744
H8 -6.810 2.146 4.798
C5 -5.318 1.443 -7.287
C6 -5.339 2.144 -5.941
O4 -4.097 1.845 -5.295
C7 -3.980 2.319 -4.050
O5 -4.811 2.994 -3.499
O6 -2.815 1.915 -3.559
C8 -2.617 2.221 -2.176
H9 -6.242 1.637 -7.828
H10 -5.228 0.369 -7.109
H11 -4.451 1.765 -7.859
H12 -6.162 1.813 -5.307
H13 -5.447 3.219 -6.099
H14 -1.593 2.114 -1.828
H15 -3.230 1.512 -1.617
H16 -2.907 3.253 -1.988
C9 -2.883 -1.540 0.487
C10 -2.278 -0.537 1.450
O7 -0.841 -0.701 1.555
C11 -0.039 0.149 0.926
O8 -0.387 0.888 0.034
O9 1.168 0.009 1.452
C12 2.244 0.700 0.781
H17 -2.562 -1.406 -0.542
H18 -3.940 -1.265 0.529
H19 -2.717 -2.540 0.882
H20 -2.607 -0.727 2.465
H21 -2.539 0.488 1.196
H22 3.022 0.635 1.539
H23 1.867 1.658 0.450
H24 2.726 0.179 -0.051
C13 4.121 -5.727 1.360
C14 3.883 -4.552 2.293
O10 3.704 -3.345 1.536
C15 2.553 -3.075 0.903
O11 2.477 -2.218 0.059
O12 1.526 -3.752 1.427
C16 0.263 -3.709 0.729
H25 4.408 -6.644 1.871
H26 4.970 -5.517 0.703
H27 3.223 -5.879 0.761
H28 4.733 -4.354 2.940
H29 2.991 -4.783 2.874
H30 0.428 -3.363 -0.287
H31 -0.396 -3.080 1.317
H32 -0.127 -4.724 0.725
C17 8.495 1.583 1.964
C18 7.898 0.334 1.348
O13 6.568 0.275 1.877
S1 5.982 1.757 1.940
O14 5.218 1.946 3.103
O15 5.353 2.100 0.718
O16 7.380 2.477 2.108
H33 9.220 2.058 1.307
H34 8.941 1.435 2.946
H35 8.451 -0.562 1.608
H36 7.813 0.430 0.264
C19 -4.039 -1.891 -4.338
C20 -5.549 -1.781 -4.499
O17 -6.138 -2.673 -3.530
S2 -5.081 -3.470 -2.671
O18 -5.028 -4.840 -3.020
O19 -5.237 -3.133 -1.304
O20 -3.760 -2.790 -3.270
H37 -3.662 -0.882 -4.134
H38 -3.453 -2.146 -5.219
H39 -5.878 -2.117 -5.481
H40 -5.903 -0.778 -4.285
C21 2.491 5.652 2.738
C22 2.876 4.638 1.692
O21 2.463 3.382 2.219
S3 1.385 3.568 3.385
O22 1.908 3.207 4.649
O23 0.191 2.928 2.980
O24 1.242 5.139 3.237
H41 2.328 6.644 2.324
H42 3.207 5.743 3.556
H43 3.952 4.660 1.511
H44 2.420 4.823 0.717
C23 1.681 2.584 -2.491
C24 3.004 1.865 -2.366
O25 3.944 2.590 -3.170
S4 3.568 4.126 -3.137
O26 3.502 4.616 -4.445
O27 4.334 4.817 -2.173
O28 2.091 3.955 -2.553
H45 1.033 2.415 -1.630
H46 1.089 2.335 -3.376
H47 3.051 0.805 -2.572
H48 3.313 2.074 -1.335
C25 5.891 -3.013 -1.213
C26 4.828 -2.837 -2.309
O29 5.237 -1.692 -3.062
S5 6.052 -0.703 -2.132
O30 5.141 0.037 -1.328
O31 7.026 -0.022 -2.866
O32 6.719 -1.851 -1.259
H49 6.544 -3.875 -1.341
H50 5.432 -3.111 -0.229
H51 3.838 -2.631 -1.906
H52 4.776 -3.698 -2.971
C27 0.732 -1.357 -2.692
C28 -0.757 -1.660 -2.751
O33 -1.008 -1.858 -4.148
S6 0.163 -1.229 -5.046
O34 -0.355 -0.233 -5.896
O35 0.947 -2.265 -5.603
O36 0.878 -0.497 -3.820
H53 1.277 -2.305 -2.773
H54 1.058 -0.906 -1.759
H55 -1.304 -0.762 -2.445
H56 -1.095 -2.479 -2.123
C29 2.164 -1.539 4.042
C30 2.534 -2.362 5.255
O37 3.012 -1.412 6.239
S7 2.682 0.098 5.793
O38 3.825 0.698 5.249
O39 1.993 0.710 6.860
O40 1.713 -0.314 4.608
H57 1.350 -1.922 3.434
H58 3.032 -1.385 3.394
H59 3.252 -3.173 5.178
H60 1.655 -2.783 5.755
C31 -8.410 -1.168 -0.360
C32 -7.241 -0.752 0.518
O41 -7.046 0.610 0.084
S8 -7.171 0.685 -1.486
O42 -5.914 0.455 -2.097
O43 -8.002 1.716 -1.964
O44 -8.043 -0.670 -1.638
H61 -9.328 -0.717 0.032
H62 -8.560 -2.241 -0.450
H63 -6.381 -1.356 0.221
H64 -7.451 -0.783 1.579

Results
Total charge = 0
Multiplicity = 1
Energy relative to the best compared isomer or geometry (same formula, charge and spin) = 0.00 kcal/mol
Gap between HOMO and LUMO = 10.531 eV
LUMO = -0.002 hartree



No. 2
ORCA calculation (ωB97M-V with the def2-TZVPD basis set) on C23H32N4O2 in the gas phase.

Element x y z (Å)
C1 -7.446 -2.167 -1.084
C2 -6.135 -1.679 -0.481
C3 -6.305 -0.331 0.218
C4 -5.049 0.138 0.953
C5 -3.897 0.498 0.017
C6 -2.696 1.028 0.796
H1 -2.366 0.274 1.513
C7 -1.513 1.405 -0.102
H2 -1.880 1.944 -0.981
C8 -0.765 0.155 -0.608
C9 0.064 -0.477 0.491
O1 -0.410 -1.092 1.424
N1 1.401 -0.270 0.372
H3 1.769 0.212 -0.433
C10 2.353 -0.866 1.278
C11 3.193 -1.931 0.627
C12 2.742 -2.650 -0.472
C13 3.560 -3.621 -1.027
C14 4.802 -3.839 -0.454
N2 5.239 -3.168 0.598
C15 4.458 -2.243 1.121
H4 4.862 -1.717 1.976
H5 5.481 -4.584 -0.849
H6 3.236 -4.195 -1.882
H7 1.762 -2.456 -0.884
H8 1.762 -1.310 2.088
H9 3.006 -0.094 1.702
H10 -1.495 -0.580 -0.945
H11 -0.134 0.435 -1.451
C16 -0.555 2.332 0.657
C17 0.653 2.727 -0.171
O2 0.661 2.772 -1.385
N3 1.740 3.059 0.566
H12 1.728 2.930 1.565
C18 2.991 3.461 -0.051
C19 3.910 2.284 -0.245
C20 3.771 1.445 -1.348
C21 4.620 0.360 -1.480
C22 5.581 0.151 -0.500
N4 5.711 0.931 0.558
C23 4.896 1.964 0.681
H13 5.049 2.576 1.562
H14 6.276 -0.675 -0.560
H15 4.545 -0.308 -2.325
H16 3.015 1.660 -2.090
H17 3.466 4.221 0.574
H18 2.734 3.892 -1.023
H19 -0.236 1.855 1.585
H20 -1.083 3.254 0.917
H21 -3.010 1.911 1.359
H22 -3.606 -0.386 -0.549
H23 -4.233 1.257 -0.695
H24 -4.719 -0.645 1.639
H25 -5.302 1.016 1.552
H26 -6.596 0.423 -0.518
H27 -7.120 -0.416 0.942
H28 -5.390 -1.593 -1.273
H29 -5.771 -2.413 0.241
H30 -7.819 -1.452 -1.814
H31 -8.201 -2.290 -0.310
H32 -7.307 -3.124 -1.581

Results
Total charge = 0
Multiplicity = 1
Energy relative to the best compared isomer or geometry (same formula, charge and spin) = 20.85 kcal/mol
Gap between HOMO and LUMO = 9.810 eV
SMILES = CCCCCCC(CC(=O)NCc1cccnc1)CC(=O)NCc1cccnc1
LUMO = 0.020 hartree



No. 3
ORCA calculation (ωB97M-V with the def2-TZVPD basis set) on a molecular structure, C34H45BMnN8S4.

Element x y z (Å)
Mn1 2.499 -0.181 -1.316
C1 2.486 0.261 4.186
C2 1.666 0.905 3.088
C3 0.767 1.890 3.386
C4 0.155 2.583 2.292
N1 0.203 2.100 1.076
N2 0.758 0.909 0.886
B1 0.272 0.219 -0.350
N3 -0.336 -1.164 -0.122
N4 -1.050 -1.352 1.030
C5 -1.928 -2.348 1.083
C6 -2.088 -3.229 0.001
C7 -1.139 -3.285 -0.974
C8 -1.006 -4.540 -1.751
C9 -0.143 -2.182 -1.015
S1 1.088 -2.057 -2.250
C10 -2.409 -2.565 2.472
C11 -1.199 -3.111 3.305
C12 -2.820 -1.230 3.090
C13 -3.604 -3.479 2.566
N5 -0.298 0.990 -1.487
N6 -1.610 0.692 -1.543
C14 -2.350 1.088 -2.539
C15 -1.828 2.072 -3.403
C16 -0.485 2.293 -3.429
C17 0.037 3.283 -4.380
C18 0.352 1.712 -2.402
S2 2.105 1.795 -2.137
C19 -3.744 0.542 -2.490
C20 -4.513 1.336 -3.518
C21 -4.251 0.657 -1.051
C22 -3.663 -1.004 -2.963
C23 1.750 0.408 1.754
S3 3.061 -0.486 1.222
C24 -0.519 3.914 2.438
C25 -1.838 3.485 3.104
C26 0.249 4.802 3.438
C27 -0.711 4.580 1.111
H1 2.299 0.830 5.107
H2 3.562 0.294 3.921
H3 2.257 -0.781 4.275
H4 0.728 2.212 4.426
H5 -2.923 -3.924 -0.020
H6 -0.525 -4.401 -2.749
H7 -1.983 -4.972 -1.764
H8 -0.417 -5.266 -1.180
H9 -0.295 -2.538 3.115
H10 -1.082 -4.191 3.033
H11 -1.348 -3.029 4.404
H12 -2.000 -0.490 3.099
H13 -3.189 -1.341 4.127
H14 -3.728 -0.901 2.530
H15 -3.352 -4.430 2.102
H16 -4.556 -3.166 2.049
H17 -3.829 -3.713 3.651
H18 -2.484 2.574 -4.142
H19 -0.331 3.054 -5.402
H20 1.106 3.347 -4.374
H21 -0.255 4.373 -4.135
H22 -4.491 2.431 -3.277
H23 -5.592 1.065 -3.510
H24 -4.200 1.130 -4.559
H25 -4.716 1.639 -0.802
H26 -3.409 0.445 -0.317
H27 -5.064 -0.085 -0.870
H28 -3.642 -1.081 -4.077
H29 -4.599 -1.514 -2.560
H30 -2.830 -1.503 -2.448
H31 -1.575 2.905 4.037
H32 -2.503 2.894 2.398
H33 -2.435 4.327 3.437
H34 0.023 4.410 4.449
H35 -0.255 5.759 3.447
H36 1.342 4.926 3.241
H37 -1.494 4.064 0.518
H38 0.229 4.576 0.526
H39 -1.089 5.629 1.226
N7 4.685 0.623 -3.901
C28 5.250 0.069 -2.832
N8 4.546 -0.636 -1.913
C29 5.379 -1.455 -1.141
C30 4.994 -2.537 -0.314
C31 5.995 -3.346 0.218
C32 7.289 -3.274 -0.288
C33 7.673 -2.340 -1.250
C34 6.768 -1.322 -1.564
S4 7.028 0.013 -2.702
H40 3.691 0.840 -3.833
H41 5.224 0.814 -4.756
H42 3.904 -2.777 -0.323
H43 5.776 -4.057 1.050
H44 8.053 -3.925 0.178
H45 8.475 -2.555 -1.969

Results
Total charge = +2
Multiplicity = 6
Energy relative to the best compared isomer or geometry (same formula, charge and spin) = 56.12 kcal/mol
Expectation value of S² = 8.775
Gap between HOMO and LUMO (spin up / spin down) = 5.860 / 5.340 eV
LUMO (spin up / spin down) = -0.255 / -0.275 hartree



No. 4
ORCA calculation (ωB97M-V with the def2-TZVPD basis set) on C5H10N2O2S in the gas phase.

Element x y z (Å)
C1 0.218 -0.185 -0.438
C2 -0.689 -1.215 1.459
C3 1.583 -0.064 1.677
C4 -1.601 1.495 -1.135
C5 0.172 -0.102 1.049
N1 1.149 -0.952 -0.931
N2 -0.639 0.448 -1.311
O1 2.004 0.399 -2.784
O2 -0.440 -0.178 -2.767
S1 1.235 -0.768 -2.618
H1 -1.196 -1.186 2.478
H2 -0.132 -2.186 1.211
H3 -1.659 -1.207 0.879
H4 1.974 -1.078 1.440
H5 1.591 0.128 2.787
H6 2.295 0.713 1.293
H7 -1.145 2.505 -1.240
H8 -2.221 1.497 -2.048
H9 -2.154 1.156 -0.302
H10 -0.345 0.783 1.299

Results
Total charge = 0
Multiplicity = 1
Energy relative to the best compared isomer or geometry (same formula, charge and spin) = 61.64 kcal/mol
Gap between HOMO and LUMO = 10.045 eV
LUMO = 0.024 hartree